105
Properties=species:S:1:pos:R:3:mulliken_charge:R:1 method="wB97M-V/def2-TZVPD" homo_lumo_gap_ha=0.3870 e_tot_ha=-2231.90456 smiles="CCCCO[C@H]1OC(=O)O[C@@H]1C[C@@H](O)C(F)(F)F.CC(C)O.CC(C)O.CC(C)O.CC(C)O.CC(C)O.CC(C)O" multiplicity=1 charge=0
C -2.61608 -3.09955 2.22290 -1.135
C -2.46305 -2.28864 0.93452 -0.304
C -3.38087 -1.05782 0.89056 0.210
C -2.75836 0.10072 1.65348 -0.116
O -3.56222 1.27929 1.72801 -0.488
C -4.81709 1.12653 2.28137 -0.066
O -5.02330 2.15312 3.26667 -0.445
C -5.74956 3.14805 2.70293 0.508
O -5.71166 4.29424 2.98571 -0.546
O -6.58861 2.59650 1.77832 -0.453
C -5.90471 1.46270 1.22691 0.254
C -6.88791 0.42045 0.72535 -0.825
C -8.04943 0.09218 1.66093 -0.189
O -9.02830 -0.60390 0.92363 -0.573
C -7.62668 -0.75020 2.87714 0.832
F -6.56448 -1.53438 2.63541 -0.298
F -7.29761 0.04174 3.90400 -0.263
F -8.60265 -1.55420 3.30040 -0.356
H -3.67453 -3.23237 2.46967 0.241
H -2.17794 -4.09377 2.12038 0.389
H -2.14254 -2.60720 3.07599 0.311
H -2.73076 -2.92921 0.09034 0.349
H -1.42291 -1.96978 0.81036 0.072
H -3.53796 -0.75504 -0.14985 0.254
H -4.35385 -1.34153 1.30687 -0.130
H -1.86160 0.40189 1.10845 -0.120
H -2.43143 -0.19742 2.65801 0.320
H -4.91101 0.18745 2.82643 0.526
H -5.32708 1.81715 0.36652 0.506
H -6.34754 -0.48950 0.45469 0.203
H -7.34457 0.80059 -0.18974 0.408
H -8.43787 1.02613 2.07724 0.531
H -9.90236 -0.28615 1.16760 0.388
C 2.42239 1.36517 -0.01960 -1.011
C 1.23229 0.70571 0.65010 0.581
C 1.39545 0.65130 2.15984 -1.208
O 1.02298 -0.61015 0.12821 -0.566
H 3.31927 0.78291 0.19779 -0.046
H 2.29566 1.41183 -1.10025 0.205
H 2.57913 2.38009 0.34846 0.402
H 0.32091 1.25659 0.40376 0.327
H 2.28211 0.06987 2.42633 0.254
H 0.52893 0.17291 2.61995 0.277
H 1.50514 1.65170 2.58127 0.404
H 1.81453 -1.12426 0.33273 0.326
C 3.36648 4.32814 -4.77313 -1.211
C 2.77296 4.26837 -3.37425 0.418
C 2.94302 5.58269 -2.63049 -1.389
O 3.34168 3.19044 -2.63075 -0.301
H 4.44075 4.52801 -4.71813 0.349
H 3.22524 3.37895 -5.29131 0.212
H 2.90470 5.11867 -5.36590 0.410
H 1.71076 4.02442 -3.44104 0.243
H 4.00562 5.81713 -2.51818 0.359
H 2.50421 5.51806 -1.63509 0.319
H 2.46931 6.40522 -3.16777 0.396
H 4.28580 3.36209 -2.53406 0.251
C 5.65252 -2.57169 -0.85319 -1.115
C 5.37722 -1.20171 -0.27068 1.219
C 6.65058 -0.38760 -0.11850 -1.003
O 4.67618 -1.29591 0.97453 -0.483
H 6.31388 -3.15758 -0.20870 0.441
H 4.72034 -3.12813 -0.96828 0.350
H 6.12084 -2.46688 -1.82778 -0.076
H 4.68960 -0.67298 -0.93296 -0.349
H 7.33823 -0.88715 0.56978 0.369
H 6.42742 0.60266 0.28137 0.355
H 7.15766 -0.28318 -1.07846 0.012
H 5.24488 -1.76394 1.59643 0.333
C 3.43923 0.04974 -4.17814 -0.986
C 4.94470 0.04124 -4.36832 0.594
C 5.36270 0.32455 -5.80028 -1.406
O 5.48545 -1.20622 -3.91890 -0.335
H 2.96637 -0.74360 -4.76523 0.425
H 3.20237 -0.13326 -3.12962 0.122
H 3.00016 1.00638 -4.45989 0.179
H 5.38419 0.79053 -3.70530 0.106
H 4.96048 -0.44146 -6.46977 0.362
H 6.44881 0.32196 -5.89585 0.327
H 4.98729 1.29396 -6.13100 0.344
H 5.13555 -1.90591 -4.48263 0.279
C 8.96398 -0.68930 -3.99107 -0.932
C 9.57421 -1.92713 -3.35325 0.291
C 10.11364 -2.89369 -4.39570 -1.327
O 8.61609 -2.57386 -2.51711 -0.514
H 8.11294 -0.97237 -4.61478 0.066
H 8.59559 -0.00859 -3.22270 0.219
H 9.69057 -0.15923 -4.60958 0.481
H 10.38326 -1.63317 -2.68154 0.311
H 9.30404 -3.22916 -5.05054 0.311
H 10.54600 -3.77155 -3.91578 0.320
H 10.87770 -2.42245 -5.01566 0.399
H 7.87992 -2.84624 -3.07743 0.336
C -9.80639 -1.90772 7.46568 -1.226
C -10.64243 -0.78111 6.87934 0.407
C -11.83821 -1.31038 6.10290 -1.214
O -9.84168 0.06515 6.05830 -0.496
H -9.41348 -2.54013 6.66417 0.291
H -8.96093 -1.50490 8.02294 0.309
H -10.39901 -2.53448 8.13365 0.388
H -10.99248 -0.13270 7.68502 0.313
H -11.49839 -1.92793 5.26614 0.284
H -12.42635 -0.48618 5.69920 0.308
H -12.48294 -1.92190 6.73575 0.377
H -9.49506 -0.46877 5.33369 0.233